Record 1
Below is a structure of composition C24H29ClGdN2OPS at a distorted geometry, with properties calculated with the ωB97M-V functional and the def2-TZVPD basis.

## Properties
Molecular weight   617.3 g/mol
Expectation value of S²   16.847
DFT total energy   -3080.96653 a.u.
Kohn-Sham gap (alpha / beta)   0.1972 / 0.1711 Ha
Lowest unoccupied orbital energy (alpha / beta)   -8.9257 / -9.6120 eV
Spin multiplicity   8
Total charge   +2

Geometry as XYZ:
```
60
Properties=species:S:1:pos:R:3:lowdin_charge:R:1
Gd -0.0073 0.0481 0.2847 0.18
Cl 0.3806 2.4756 -0.1720 0.13
C -1.9292 0.1240 0.3514 -0.27
O -3.0737 0.2732 0.3593 0.26
P 0.1278 -0.3685 -2.0029 0.93
C 0.1442 -2.1365 -2.4644 -0.33
C -1.2653 0.3203 -2.9624 -0.34
C 1.5919 0.3291 -2.8400 -0.35
C -1.0747 1.5736 -3.5662 -0.09
C -2.1010 2.1474 -4.3109 -0.04
C -3.3237 1.4859 -4.4523 -0.03
C -3.5161 0.2435 -3.8496 -0.05
C -2.4887 -0.3428 -3.1083 -0.08
H -0.1214 2.0853 -3.4440 0.11
H -1.9484 3.1169 -4.7764 0.12
H -4.1251 1.9407 -5.0282 0.12
H -4.4661 -0.2732 -3.9545 0.12
H -2.6403 -1.3119 -2.6431 0.11
C -0.3668 -3.0730 -1.5542 -0.12
C -0.4075 -4.4250 -1.8842 -0.05
C 0.0769 -4.8592 -3.1203 -0.04
C 0.5960 -3.9344 -4.0252 -0.03
C 0.6253 -2.5766 -3.7030 -0.05
H -0.7234 -2.7363 -0.5853 0.05
H -0.8082 -5.1417 -1.1729 0.12
H 0.0546 -5.9155 -3.3730 0.12
H 0.9802 -4.2668 -4.9854 0.12
H 1.0272 -1.8598 -4.4119 0.09
C 1.6726 0.3415 -4.2389 -0.11
C 2.8134 0.8342 -4.8711 -0.03
C 3.8795 1.3183 -4.1125 -0.03
C 3.8001 1.3126 -2.7191 -0.04
C 2.6601 0.8264 -2.0846 -0.12
H 0.8411 -0.0263 -4.8322 0.11
H 2.8651 0.8449 -5.9563 0.12
H 4.7652 1.7083 -4.6062 0.12
H 4.6211 1.7036 -2.1247 0.12
H 2.5783 0.8425 -1.0032 0.04
H -0.0313 -1.5192 0.5693 0.01
H 1.6185 -0.2231 0.2683 0.05
C 0.0821 3.3749 6.2564 -0.07
C -0.8816 2.4127 5.5693 -0.24
N -0.3499 1.9978 4.2858 0.05
C -0.1103 0.6504 3.8527 -0.53
S -0.0642 0.3809 2.2560 0.77
N 0.0900 -0.4779 4.7172 0.04
C 0.5411 -0.4436 6.0947 -0.25
C -0.4709 -1.1368 7.0013 -0.07
H 1.0569 2.8820 6.4507 0.08
H -0.3502 3.7097 7.2227 0.10
H 0.2536 4.2653 5.6148 0.09
H -1.1211 1.5605 6.2240 0.11
H -1.8453 2.9383 5.3966 0.14
H -0.2718 2.7435 3.5765 0.16
H 0.0458 -1.4158 4.2885 0.16
H 1.5080 -0.9872 6.1611 0.14
H 0.7499 0.5785 6.4468 0.11
H -0.6132 -2.1901 6.6782 0.09
H -0.0997 -1.1319 8.0477 0.10
H -1.4506 -0.6173 6.9654 0.08
```


Record 2
Below is a cluster of 2 separate species, C4H9NO2S in total at a distorted geometry, with properties calculated with the ωB97M-V functional and the def2-TZVPD basis.

## Properties
Molecular weight   135.2 g/mol
DFT total energy   -761.12449 a.u.
Kohn-Sham gap   0.3139 Ha
SMILES   CCC(C)=S.O=NO
Lowest unoccupied orbital energy   -0.3051 eV
Total charge   0
ΔE to the lowest compared entry with this formula, charge and spin   364.8 kJ/mol

Geometry as XYZ:
```
17
Properties=species:S:1:pos:R:3:lowdin_charge:R:1
C 0.5544 2.2045 0.6930 -0.09
C -1.5469 0.2370 -0.8720 -0.12
C 0.6227 0.7057 0.3657 -0.30
C -0.7444 0.1082 0.3721 -0.83
N 0.6884 -3.2479 -0.8927 -0.10
O 1.5124 -3.2807 -1.7451 0.03
O 1.1239 -2.6648 0.2854 -0.03
S -1.3162 -0.6901 1.6725 0.72
H 0.0613 2.3550 1.6501 0.08
H 1.5602 2.6074 0.7509 0.07
H 0.0025 2.7486 -0.0695 0.07
H -1.1866 -0.4993 -1.5953 0.09
H -2.6005 0.0424 -0.6880 0.07
H -1.4203 1.2205 -1.3221 0.08
H 1.2427 0.2147 1.1163 0.10
H 1.0782 0.5772 -0.6182 0.12
H 0.3682 -2.6385 0.8968 0.04
```


Record 3
Below is an isolated molecule of C4H4F3N at a distorted geometry, with properties calculated with the ωB97M-V functional and the def2-TZVPD basis.

## Properties
Molecular weight   123.1 g/mol
DFT total energy   -509.07592 a.u.
Kohn-Sham gap   0.3983 Ha
SMILES   C#C[C@@H](N)C(F)(F)F
Lowest unoccupied orbital energy   0.8016 eV
Total charge   0
ΔE to the lowest compared entry with this formula, charge and spin   139.1 kJ/mol

Geometry as XYZ:
```
12
Properties=species:S:1:pos:R:3:lowdin_charge:R:1
C -1.0397 2.1327 0.6129 0.06
C -0.9155 0.9584 0.5805 -0.02
C -0.1568 -0.5737 0.2034 -0.25
C 1.3205 -0.2804 0.0620 -0.74
N -0.7676 -1.2275 -0.8731 0.05
F 2.0044 -1.3523 0.3126 0.19
F 1.7694 0.7026 0.8777 0.13
F 1.5915 0.1168 -1.1056 0.22
H -1.1235 3.1605 0.6538 0.00
H -0.2925 -1.1897 1.0725 0.13
H -1.6702 -1.7453 -0.6558 0.13
H -0.7201 -0.7021 -1.7410 0.10
```


Record 4
Below is a cluster of 22 separate species, C62H176N8O22 in total at a distorted geometry, with properties calculated with the ωB97M-V functional and the def2-TZVPD basis.

## Properties
Molecular weight   1386.1 g/mol
DFT total energy   -4560.64187 a.u.
Kohn-Sham gap   0.3493 Ha
Lowest unoccupied orbital energy   0.4770 eV
Total charge   0

Geometry as XYZ:
```
268
Properties=species:S:1:pos:R:3:lowdin_charge:R:1
C 10.7870 -1.4748 0.7320 -0.02
C 9.2340 -1.6536 0.8766 -0.50
C 8.2412 -0.4490 0.8142 -0.02
O 8.8252 -2.4426 -0.1234 -0.07
H 11.3160 -0.9857 1.5499 0.08
H 10.9359 -0.9264 -0.1981 0.08
H 11.1631 -2.4934 0.6360 0.07
H 9.0765 -2.2573 1.7704 0.13
H 7.2418 -0.7100 1.1621 0.05
H 8.1263 -0.0536 -0.1950 0.08
H 8.6539 0.2771 1.5146 0.08
H 9.4317 -3.1838 -0.0566 0.11
C 3.0836 -1.8089 -6.4776 -0.04
C 2.9408 -2.9049 -5.3111 -0.39
C 2.6758 -2.1544 -3.9889 -0.08
O 1.7959 -3.7136 -5.6645 -0.08
H 2.1999 -1.1905 -6.6350 0.06
H 3.4093 -2.1646 -7.4551 0.07
H 3.9520 -1.1947 -6.2397 0.04
H 3.8741 -3.4537 -5.1847 0.13
H 2.2341 -1.1589 -4.0325 0.06
H 3.6004 -2.1778 -3.4122 0.07
H 1.9578 -2.6451 -3.3319 0.06
H 1.0329 -3.1609 -5.4800 0.02
C -1.9638 -5.5898 3.9107 -0.06
C -2.8513 -4.4536 3.6370 -0.47
C -2.6711 -3.0981 4.3923 -0.01
O -2.6383 -4.2272 2.2690 -0.09
H -1.9161 -6.3872 3.1691 0.07
H -2.1386 -6.1487 4.8301 0.09
H -0.9761 -5.1395 3.8122 0.08
H -3.8680 -4.8364 3.7255 0.13
H -2.9494 -3.0179 5.4431 0.07
H -3.2767 -2.2735 4.0161 0.07
H -1.6457 -2.7362 4.3178 0.06
H -2.6156 -5.0867 1.8420 0.05
C 4.2726 6.1421 -2.8984 -0.05
C 3.3254 6.3215 -1.7108 -0.51
C 3.8843 7.1875 -0.6635 -0.06
O 2.1167 6.9112 -2.1854 -0.07
H 3.8167 5.6580 -3.7620 0.07
H 5.1580 5.5214 -2.7605 0.07
H 4.6245 7.0810 -3.3257 0.08
H 3.1380 5.3204 -1.3224 0.13
H 3.3512 7.2063 0.2871 0.08
H 4.0146 8.1782 -1.0990 0.09
H 4.9005 6.8501 -0.4595 0.08
H 1.5789 7.0667 -1.4055 0.03
C 3.9246 2.9557 2.9849 -0.05
C 3.7464 1.7501 2.0829 -0.47
C 4.8699 1.6611 1.0199 -0.03
O 3.7341 0.6329 2.9122 -0.07
H 3.9697 3.9028 2.4474 0.08
H 4.9230 2.9826 3.4214 0.08
H 3.2084 2.9051 3.8050 0.08
H 2.7574 1.8193 1.6300 0.12
H 5.8363 1.3611 1.4250 0.07
H 4.8884 2.6238 0.5091 0.08
H 4.7450 0.9609 0.1939 0.06
H 4.4577 0.7874 3.5239 0.10
C 0.3542 0.7427 0.1095 -0.02
C 0.8278 -0.1585 -1.0458 -0.44
C 2.1462 -0.8556 -0.7491 -0.03
O -0.1441 -1.1743 -1.1170 -0.07
H -0.5871 1.2469 -0.1092 0.05
H 1.0554 1.5323 0.3799 0.07
H 0.1123 0.2171 1.0332 0.08
H 0.7948 0.2805 -2.0430 0.12
H 2.1623 -1.3521 0.2211 0.07
H 3.0121 -0.2209 -0.9373 0.06
H 2.3906 -1.5294 -1.5704 0.04
H -0.4716 -1.2309 -0.2164 0.03
C -0.4565 9.1073 -0.4618 -0.05
C -0.4124 8.0017 0.5588 -0.45
C -1.7923 7.2807 0.7215 -0.03
O 0.4931 7.0595 0.0343 -0.08
H -1.0951 9.8559 0.0070 0.08
H -0.9152 8.8336 -1.4120 0.09
H 0.5260 9.5186 -0.6936 0.08
H -0.1723 8.3718 1.5556 0.13
H -1.7559 6.9965 1.7731 0.07
H -2.0345 6.4449 0.0652 0.07
H -2.6370 7.9692 0.6972 0.08
H 0.4961 6.2181 0.4965 0.09
C 2.7696 -5.7417 6.2230 -0.03
C 2.8833 -4.4656 5.4190 -0.55
C 3.3424 -3.2788 6.3108 -0.05
O 3.7424 -4.4658 4.3942 -0.03
H 2.6378 -6.6377 5.6163 0.08
H 1.9462 -5.7138 6.9367 0.08
H 3.7281 -5.7470 6.7419 0.08
H 1.9565 -4.0403 5.0338 0.12
H 4.2586 -3.5120 6.8532 0.08
H 2.6207 -2.9069 7.0381 0.07
H 3.5208 -2.3955 5.6976 0.06
H 3.7230 -3.6425 3.9009 0.04
C 0.9004 3.8964 -3.3112 -0.05
C -0.3373 4.6429 -3.7184 -0.44
C -1.2000 4.8671 -2.4988 -0.19
O -1.2993 3.7390 -1.6482 -0.21
C -2.1547 2.6361 -2.0153 -0.08
N 0.0813 5.9068 -4.3405 0.06
H 1.4638 4.4584 -2.5663 0.07
H 1.5795 3.5907 -4.1071 0.08
H 0.5507 2.9276 -2.9546 0.06
H -0.9508 4.0370 -4.3853 0.13
H -2.1397 5.3389 -2.7857 0.13
H -0.6368 5.6171 -1.9434 0.11
H -3.1487 2.8201 -2.4229 0.07
H -2.2359 1.7606 -1.3711 0.07
H -1.7137 2.1925 -2.9080 0.08
H 0.5781 5.6797 -5.1900 0.07
H 0.8044 6.1737 -3.6879 0.03
C -0.7297 -0.5529 -5.5405 -0.05
C -1.7589 -1.5550 -5.1053 -0.39
C -2.7770 -1.9983 -6.1436 -0.12
O -3.4623 -0.8110 -6.7266 -0.19
C -3.9288 -0.8646 -8.0159 -0.17
N -0.9674 -2.7493 -4.5914 0.07
H -1.1455 0.3213 -6.0416 0.08
H 0.0070 -0.9527 -6.2373 0.07
H -0.2123 -0.2415 -4.6331 0.07
H -2.2897 -1.2520 -4.2028 0.12
H -3.5558 -2.5760 -5.6459 0.11
H -2.4065 -2.6031 -6.9712 0.13
H -4.1347 0.1088 -8.4610 0.09
H -4.7505 -1.5489 -8.2268 0.08
H -3.2720 -1.3315 -8.7500 0.08
H -0.3745 -2.3876 -3.8581 0.05
H -1.6363 -3.3304 -4.1067 0.05
C -9.0406 1.1540 -1.7015 -0.04
C -8.6706 1.3311 -0.2507 -0.43
C -7.3356 2.0620 0.1061 -0.18
O -6.1745 1.3589 -0.2378 -0.25
C -4.9686 2.1653 -0.2326 -0.06
N -9.7789 1.9350 0.4684 0.03
H -8.5085 0.2942 -2.1086 0.07
H -8.6192 1.9641 -2.2968 0.08
H -10.1248 1.0424 -1.7024 0.08
H -8.5411 0.3349 0.1723 0.11
H -7.2251 2.3487 1.1519 0.11
H -7.2609 2.9768 -0.4818 0.13
H -4.8643 2.7466 -1.1488 0.08
H -4.1753 1.4218 -0.1546 0.08
H -4.7518 2.8415 0.5943 0.07
H -9.5338 1.7811 1.4360 0.07
H -10.6668 1.4911 0.2820 0.07
C -1.7762 -0.1378 8.5275 -0.04
C -1.0120 -0.9810 7.4663 -0.46
C 0.0681 -0.1340 6.8586 -0.24
O 0.7762 -0.6323 5.7612 -0.18
C 1.9283 0.0929 5.3658 -0.10
N -0.3919 -2.1613 7.9893 0.05
H -2.5846 -0.8028 8.8313 0.07
H -2.2392 0.7843 8.1762 0.07
H -1.1560 0.1109 9.3887 0.08
H -1.7645 -1.2867 6.7394 0.12
H 0.6769 0.0098 7.7512 0.13
H -0.2451 0.8898 6.6538 0.11
H 2.7452 -0.1461 6.0466 0.09
H 1.8231 1.1749 5.4455 0.08
H 2.1265 -0.2098 4.3376 0.07
H -0.0878 -2.8044 7.2724 0.07
H -1.0668 -2.6734 8.5391 0.07
C -0.2992 -5.7281 -1.4952 -0.05
C -1.6007 -5.6135 -0.6206 -0.35
C -2.9386 -5.7182 -1.3728 -0.18
O -3.0512 -4.7048 -2.3985 -0.20
C -4.3558 -4.5849 -2.9500 -0.10
N -1.4394 -6.5662 0.5657 0.05
H 0.5526 -5.3763 -0.9131 0.06
H -0.3941 -5.1516 -2.4154 0.07
H 0.0249 -6.7374 -1.7488 0.07
H -1.5161 -4.5819 -0.2788 0.11
H -3.6644 -5.4856 -0.5936 0.11
H -3.2902 -6.6864 -1.7293 0.13
H -4.3041 -3.6439 -3.4977 0.08
H -5.1319 -4.4243 -2.2017 0.08
H -4.7040 -5.3792 -3.6102 0.09
H -0.4874 -6.5206 0.9000 0.07
H -1.4029 -7.4696 0.1155 0.07
C 6.2433 1.9080 -3.0609 -0.03
C 5.0319 2.0663 -4.0675 -0.40
C 5.3598 1.4879 -5.4928 -0.24
O 6.4488 2.0962 -6.1371 -0.16
C 6.7477 1.3698 -7.3517 -0.09
N 3.9315 1.3855 -3.4095 0.04
H 7.1175 2.1448 -3.6674 0.07
H 6.3459 0.8776 -2.7206 0.06
H 6.0378 2.5696 -2.2194 0.06
H 4.6719 3.0886 -4.1824 0.12
H 4.4084 1.5504 -6.0210 0.11
H 5.4166 0.4057 -5.3755 0.11
H 7.1894 0.3791 -7.2448 0.08
H 7.3477 1.9366 -8.0637 0.09
H 5.7908 1.0418 -7.7576 0.07
H 3.0481 1.4121 -3.8984 0.06
H 4.2200 0.4178 -3.3921 0.05
C -6.7895 3.3637 5.1166 -0.04
C -5.2752 3.0762 4.6838 -0.38
C -4.7948 1.6966 5.1867 -0.17
O -3.3718 1.6231 5.4905 -0.22
C -2.4966 2.1616 4.4944 -0.10
N -5.1460 3.0576 3.2215 0.04
H -7.2693 4.0605 4.4293 0.07
H -6.8806 3.6983 6.1499 0.07
H -7.2879 2.3948 5.0865 0.07
H -4.5526 3.7521 5.1412 0.12
H -5.0456 0.8771 4.5131 0.11
H -5.2257 1.5050 6.1694 0.12
H -1.4666 1.9423 4.7755 0.08
H -2.5368 3.2496 4.5466 0.07
H -2.8415 1.6929 3.5727 0.07
H -5.8672 3.6284 2.8042 0.06
H -5.5488 2.2033 2.8638 0.02
C -7.3808 -2.1421 2.5648 -0.05
C -6.1967 -1.4873 1.8907 -0.42
C -6.1753 -1.7567 0.3522 -0.15
O -5.0377 -1.1677 -0.2704 -0.24
C -3.7687 -1.7215 0.0788 -0.05
N -6.2170 -0.0645 2.0469 0.07
H -8.2331 -1.4850 2.3919 0.08
H -7.2558 -2.3179 3.6332 0.07
H -7.5499 -3.1644 2.2266 0.07
H -5.2290 -1.9065 2.1664 0.12
H -6.9860 -1.1801 -0.0933 0.11
H -6.3378 -2.8190 0.1700 0.13
H -3.6508 -2.8031 0.1445 0.09
H -3.4880 -1.2341 1.0125 0.08
H -3.0452 -1.3011 -0.6197 0.09
H -6.4429 0.3002 1.1325 0.01
H -5.3119 0.3743 2.1378 0.06
C 3.5442 -6.0139 -2.5223 -0.16
O 4.5724 -6.9840 -2.6779 -0.11
H 2.7085 -6.2862 -1.8777 0.06
H 4.0985 -5.1874 -2.0775 0.07
H 2.9939 -5.6683 -3.3975 0.08
H 4.2534 -7.6101 -3.3320 0.07
C 4.5093 -2.7618 1.6711 -0.13
O 3.8189 -2.2376 2.7744 -0.14
H 4.8176 -3.7882 1.8702 0.09
H 4.0533 -2.6647 0.6859 0.06
H 5.4146 -2.1705 1.5339 0.07
H 3.6383 -1.3253 2.5366 0.04
C -1.8015 3.8042 1.5292 -0.14
O -0.4224 3.9526 1.1274 -0.13
H -2.5109 4.1582 0.7812 0.07
H -1.9973 2.7577 1.7627 0.06
H -1.9931 4.3910 2.4276 0.07
H -0.3173 3.8281 0.1813 0.04
C 6.5173 -3.2363 -2.0051 -0.17
O 7.3647 -2.1479 -2.2948 -0.13
H 6.2156 -3.8116 -2.8804 0.07
H 7.1010 -3.8481 -1.3173 0.08
H 5.5960 -2.9315 -1.5088 0.06
H 7.8905 -2.0883 -1.4938 0.00
C -4.6929 0.1370 -3.3337 -0.12
O -5.7872 -0.4497 -2.6342 -0.14
H -3.9082 0.2879 -2.5923 0.06
H -4.3626 -0.3596 -4.2460 0.06
H -4.9997 1.1682 -3.5090 0.08
H -5.5783 -0.4311 -1.6974 0.00
C 0.6104 -2.6105 2.3077 -0.10
O -0.5296 -2.4359 1.4225 -0.14
H 0.3714 -3.0357 3.2825 0.07
H 1.4090 -3.1818 1.8344 0.07
H 1.0484 -1.6163 2.3948 0.06
H -1.1718 -3.0978 1.6892 0.02
```


Record 5
Below is a structure of composition C4H24F12Li2N2O20S4 at a distorted geometry, with properties calculated with the ωB97M-V functional and the def2-TZVPD basis.

## Properties
Molecular weight   790.4 g/mol
DFT total energy   -4587.45828 a.u.
Kohn-Sham gap   0.3280 Ha
Lowest unoccupied orbital energy   -0.9856 eV
Total charge   0
ΔE to the lowest compared entry with this formula, charge and spin   0.0 kJ/mol

Geometry as XYZ:
```
68
Properties=species:S:1:pos:R:3:lowdin_charge:R:1
Li 1.5514 -2.6397 0.8532 0.71
Li -2.6561 1.1605 -1.1014 0.63
C -3.3149 -2.7401 -1.6974 -0.67
F -3.5213 -3.0361 -2.9704 0.16
F -3.7350 -3.7427 -0.9344 0.15
F -2.0130 -2.5473 -1.4766 0.12
S -4.2864 -1.2087 -1.2351 0.65
O -5.6651 -1.5734 -1.3312 -0.25
O -3.8430 -0.9678 0.1266 -0.32
N -3.6559 -0.0283 -2.2637 -0.36
S -4.9112 0.4242 -3.1615 0.58
O -5.3766 -0.6415 -4.0059 -0.27
O -5.8693 1.1782 -2.4087 -0.27
C -4.1165 1.6958 -4.2815 -0.70
F -3.4389 2.5899 -3.5644 0.12
F -3.3061 1.1740 -5.1722 0.17
F -5.1015 2.3209 -4.8866 0.16
C 3.3985 0.6568 1.0186 -0.70
F 3.8531 -0.4787 1.5285 0.15
F 2.9921 1.4246 2.0020 0.18
F 4.3061 1.2548 0.3053 0.19
S 1.9565 0.3152 -0.1310 0.70
O 1.3664 1.5838 -0.4301 -0.26
O 2.4954 -0.3900 -1.2635 -0.29
N 1.0235 -0.8085 0.7185 -0.37
S -0.2896 -0.0347 1.1650 0.60
O -0.0594 1.0326 2.0972 -0.25
O -1.1036 0.3292 0.0319 -0.33
C -1.2004 -1.3498 2.1237 -0.68
F -1.3528 -2.4225 1.3687 0.15
F -0.5116 -1.6844 3.2205 0.13
F -2.3551 -0.8644 2.5094 0.18
O 0.6679 -1.9283 -2.8447 -0.06
H -0.1716 -1.4906 -3.0281 0.03
H 1.1874 -1.2804 -2.3403 -0.02
O -1.3774 2.4258 -1.7324 -0.10
H -1.2371 2.8767 -2.5715 0.06
H -0.5025 2.3608 -1.3179 0.03
O 4.3632 -1.6426 -3.0344 -0.07
H 5.1699 -1.1590 -2.8156 -0.01
H 3.7237 -1.3637 -2.3630 -0.02
O 1.7743 1.9975 5.2766 -0.06
H 1.1281 2.5146 4.7834 0.03
H 2.3641 1.6466 4.6027 0.01
O 3.3019 4.1002 -0.5896 -0.06
H 3.3867 5.0144 -0.2971 0.04
H 2.4823 3.7863 -0.1869 0.02
O 2.3301 -2.8145 2.7343 -0.08
H 3.2459 -2.7171 3.0241 0.07
H 1.8918 -3.3029 3.4401 0.06
O 6.8798 3.2095 1.0223 -0.06
H 7.6540 3.6739 0.6866 0.04
H 6.2618 3.1893 0.2827 0.01
O -3.6331 1.8515 0.6340 -0.11
H -4.1509 1.3275 1.2946 0.00
H -3.8060 2.7739 0.8444 0.06
O 0.4269 -4.6387 0.5119 -0.07
H 0.1898 -4.8908 -0.3904 0.07
H -0.1506 -5.1615 1.0785 0.06
O -5.2310 0.4326 2.3081 -0.04
H -5.0493 0.2375 3.2339 0.06
H -5.1770 -0.4200 1.8440 0.05
O 6.4479 0.4501 -2.2212 -0.05
H 7.0214 0.4007 -2.9955 0.05
H 6.1676 1.3709 -2.1830 0.04
O 0.6289 -0.6329 5.5738 -0.05
H 0.8602 -1.5257 5.3044 0.01
H -0.3289 -0.6536 5.6774 0.04
```